A cluster of 2 separate species, C6H17N4 in total at a distorted geometry. Source: the Open Molecules 2025 dataset; level of theory: ωB97M-V/def2-TZVPD.

Properties
Total charge ... +1
Relative energy (zero: lowest compared OMol25 entry of this formula, charge and spin) ... 48.59 kcal/mol
LUMO level ... -3.60 eV
Gap between HOMO and LUMO ... 9.37 eV

Positions of all 27 atoms, in Å:
C  1.975  1.266  -0.332
C  2.965  -0.955  -0.677
C  0.662  -0.438  1.687
C  1.620  -0.173  -0.696
C  0.829  -0.898  0.469
C  -1.644  0.443  -0.237
N  -2.107  -1.338  -1.666
N  -2.504  -0.522  -0.624
N  -1.730  1.159  0.914
N  -2.952  0.926  1.604
H  2.067  1.281  0.758
H  1.284  1.987  -0.702
H  2.913  1.514  -0.874
H  3.709  -0.706  -1.524
H  3.446  -0.686  0.218
H  2.715  -1.988  -0.856
H  0.415  -1.238  2.484
H  -1.542  -0.770  -2.376
H  0.995  0.552  1.963
H  1.113  -0.305  -1.749
H  0.515  -1.964  0.321
H  -0.800  0.623  -0.875
H  -2.874  -1.945  -1.999
H  -1.247  2.064  0.974
H  -3.653  1.794  1.420
H  -3.355  -0.624  -0.200
H  -2.813  0.939  2.574